C43H110CdN7O16 as an isolated structure in a non-equilibrium geometry, computed with ωB97M-V/def2-TZVPD.

Last column: Löwdin charge in e.
Element x y z (Å)
H: -12.570 16.712 -3.479  0.1072
H: -13.392 14.863 -2.462  0.0768
C: -8.174 16.379 0.156  -0.1125
H: -11.652 17.135 -4.867  0.1192
H: -12.690 10.107 3.894  0.1287
C: -12.021 14.616 0.811  -0.0599
C: -6.676 10.024 4.062  -0.2272
H: -11.452 6.892 4.461  0.0881
C: -10.165 20.423 4.705  -0.1036
C: -11.667 18.464 0.657  -0.1965
N: -5.683 17.454 5.139  -0.0703
H: -10.875 8.405 10.816  0.1174
C: -7.798 7.814 4.028  -0.0340
H: -14.462 10.156 8.191  0.1276
H: -9.762 21.868 0.993  0.0905
H: -12.750 15.114 -5.447  0.1200
H: -12.804 7.887 4.589  0.0855
H: -7.520 10.375 3.468  0.1033
C: -13.504 10.533 7.830  -0.2144
C: -6.321 11.264 4.971  -0.1074
N: -10.811 17.823 8.229  -0.0521
C: -10.268 17.647 -2.569  -0.2022
C: -9.329 14.908 4.126  -0.2874
C: -10.064 19.008 12.362  -0.1113
H: -11.065 14.791 -5.316  0.1217
H: -9.491 17.157 6.721  0.0886
C: -10.375 19.516 10.026  -0.1812
H: -10.479 19.951 3.773  0.0628
H: -9.638 14.095 9.479  0.1040
C: -11.728 7.901 4.766  -0.1214
H: -9.434 19.877 12.550  0.0856
H: -8.458 21.118 2.050  0.0696
C: -11.700 16.405 -4.059  -0.2218
H: -5.682 10.822 5.736  0.1190
O: -9.813 19.338 5.516  -0.2193
H: -10.294 19.862 7.895  0.1164
H: -10.261 12.648 1.378  0.0823
H: -5.011 14.404 5.310  0.0804
H: -11.517 18.932 2.585  0.0586
H: -14.247 12.581 7.956  0.1244
H: -11.087 16.483 6.676  0.0864
H: -11.136 17.753 -1.919  0.0980
C: -9.761 11.107 -0.207  -0.2110
C: -10.972 9.371 10.320  -0.1422
H: -11.595 20.592 0.623  0.1254
H: -9.901 10.026 -0.175  0.1162
H: -5.707 11.824 4.266  0.1114
H: -11.748 10.562 5.316  0.0922
C: -9.059 21.049 1.143  -0.0892
N: -10.919 10.881 2.022  -0.0467
O: -5.477 19.079 2.736  -0.2144
O: -8.740 14.718 5.373  -0.4913
H: -14.001 15.527 2.299  0.1157
O: -5.860 14.669 5.663  -0.1170
C: -10.909 11.256 3.427  -0.2127
H: -8.567 10.838 10.366  0.0827
H: -8.976 13.499 -0.536  0.0615
N: -10.435 16.423 -3.313  -0.0462
H: -8.148 6.989 4.649  0.0869
H: -9.107 15.896 3.724  0.0473
H: -14.667 11.696 6.570  0.1197
C: -13.559 16.282 1.650  -0.2391
C: -10.929 18.454 5.683  -0.1550
C: -5.502 18.597 6.022  -0.1656
H: -11.708 11.086 8.394  0.0590
H: -10.421 14.427 7.978  0.0743
H: -10.114 12.533 6.187  0.1087
C: -8.983 17.467 -1.753  -0.2213
H: -12.301 13.750 1.411  0.0795
H: -8.126 17.487 -2.427  0.1317
H: -7.659 18.663 6.631  0.0927
H: -10.991 10.243 10.973  0.1172
H: -7.491 13.185 -1.538  0.0904
H: -6.591 19.777 7.548  0.1316
H: -14.425 16.852 1.314  0.1325
C: -8.423 11.192 6.165  -0.2285
H: -8.905 18.364 -1.139  0.0988
C: -8.459 12.811 -1.205  -0.0529
H: -8.140 17.312 0.718  0.0755
H: -10.481 15.617 -2.706  0.0976
H: -4.833 17.244 4.635  0.1176
C: -10.958 19.749 0.354  -0.2076
H: -13.736 14.089 5.707  0.0952
O: -7.144 8.919 4.777  -0.2080
H: -11.967 14.367 5.872  0.0588
H: -9.893 20.471 10.235  0.1128
H: -10.858 12.940 8.826  0.0908
H: -5.366 19.530 5.474  0.1080
H: -7.755 17.342 4.595  0.0967
H: -10.612 11.334 -0.849  0.1195
H: -13.150 9.121 10.136  0.1238
H: -9.382 21.168 4.567  0.0911
H: -4.469 20.197 1.317  0.0853
H: -6.574 16.819 3.379  0.1232
H: -8.858 10.538 5.410  0.1091
C: -10.078 19.040 8.578  -0.1878
N: -12.493 10.649 8.856  -0.0539
H: -7.249 16.137 -0.368  0.0959
C: -8.587 9.803 10.025  -0.1250
C: -10.033 13.610 8.586  -0.0556
C: -12.573 17.107 2.458  -0.2145
H: -7.787 9.698 9.292  0.0778
H: -7.158 7.283 3.324  0.0839
H: -9.922 11.296 3.888  0.0873
O: -12.026 13.990 -3.747  -0.1975
C: -11.938 15.060 -4.722  -0.1875
H: -12.920 14.333 7.302  0.0857
H: -5.934 15.597 5.442  -0.0019
H: -4.561 18.094 8.646  0.0813
C: -13.209 13.931 -2.998  -0.1229
O: -9.758 19.810 1.131  -0.2328
C: -6.804 18.873 3.391  -0.1704
H: -8.431 21.038 0.252  0.0829
O: -10.977 8.964 4.228  -0.2099
C: -6.776 17.550 4.163  -0.1797
H: -8.676 8.214 3.522  0.0666
N: -12.214 18.458 2.029  -0.0349
C: -5.586 17.921 8.976  -0.0908
H: -11.652 7.930 5.853  0.0754
C: -9.914 11.620 1.272  -0.1980
H: -8.252 15.576 0.889  0.0754
H: -11.070 17.850 4.787  0.0925
H: -10.722 19.891 -0.700  0.1149
H: -4.546 18.514 6.539  0.1128
O: -9.142 16.433 -0.835  -0.1990
O: -6.530 17.753 7.924  -0.2190
N: -7.514 12.023 5.572  -0.1271
C: -10.542 17.410 6.856  -0.1791
H: -14.055 13.530 -3.557  0.0914
H: -7.941 12.564 4.834  0.0859
H: -5.620 20.998 2.368  0.0876
H: -11.143 15.109 1.227  0.0651
H: -13.000 17.200 3.457  0.1100
O: -8.468 11.446 -0.650  -0.1858
H: -9.009 18.853 8.484  0.0974
H: -5.846 9.735 3.418  0.1296
H: -8.915 11.574 1.706  0.1042
Cd: -7.401 13.945 6.797  1.4616
H: -10.228 18.529 -3.208  0.1286
H: -7.988 10.557 6.937  0.1315
H: -11.688 16.510 2.676  0.0874
H: -12.532 18.329 0.008  0.1258
C: -6.665 18.809 7.053  -0.2104
H: -11.394 12.232 3.458  0.1158
H: -5.521 17.061 9.642  0.0836
O: -9.006 12.925 7.891  -0.2946
H: -8.324 9.094 10.810  0.0895
H: -10.134 11.319 7.502  0.1032
H: -6.142 20.011 0.878  0.0766
C: -12.847 13.894 6.307  -0.0706
O: -9.910 18.561 11.023  -0.2175
C: -5.474 20.125 1.732  -0.0838
H: -10.385 14.638 4.147  0.0477
H: -7.557 18.781 2.609  0.0985
H: -13.269 9.826 7.034  0.1028
H: -9.740 18.167 12.975  0.0864
C: -12.323 9.363 9.469  -0.1906
H: -8.935 14.219 3.379  0.0490
H: -11.886 18.890 5.972  0.1291
H: -10.997 21.006 5.099  0.0948
H: -12.227 8.571 8.726  0.1092
H: -9.074 12.797 -2.105  0.0844
H: -11.117 19.201 12.568  0.0867
H: -5.929 18.691 9.666  0.0915
H: -10.954 17.645 0.565  0.1078
H: -13.082 13.282 -2.132  0.0750
O: -9.809 9.447 9.435  -0.2254
C: -9.513 12.006 6.928  -0.1811
H: -11.437 19.726 10.155  0.1175
O: -12.770 12.460 6.452  -0.2214
C: -13.817 11.903 7.220  -0.2197
H: -11.804 14.222 -0.182  0.0773
O: -13.082 15.596 0.545  -0.1895
H: -10.572 17.134 8.928  0.0964
H: -7.044 19.766 3.968  0.1088
H: -10.712 9.892 2.019  0.0989
C: -11.679 10.257 4.272  -0.1628

Cartesian forces (eV/Å) of the 3 atoms listed first:
H -0.19 -0.05 0.47
H -0.55 0.48 -0.52
C 1.24 -0.01 -0.25

The HOMO energy comes out at -0.3720 Eh. For the LUMO energy, the calculation gives -0.1214 Ha. As for the spin multiplicity: 1. Its net charge is +1.


A 9-piece molecular cluster, C43H112N10O14 overall in a non-equilibrium geometry, computed with ωB97M-V/def2-TZVPD.

Last column: Löwdin charge in e.
Element x y z (Å)
H: 7.357 -0.572 2.383  0.1180
C: -2.358 1.008 -1.218  -0.0520
H: -0.584 0.620 5.681  0.0969
H: 6.814 -2.117 1.969  0.1192
C: 7.200 3.301 4.328  -0.1179
O: -2.718 -2.484 2.903  -0.1951
H: 0.499 0.051 -6.301  0.1118
N: -1.505 -5.399 0.988  -0.0886
C: 3.522 1.065 1.798  -0.0560
C: 1.694 -1.003 -2.571  -0.1730
H: 1.059 1.651 -0.649  0.0920
N: 9.679 -0.560 1.070  0.0293
O: 6.927 -0.930 0.272  -0.2007
C: 3.729 3.274 -5.423  -0.7515
O: -1.196 5.276 -3.725  -0.2139
H: 0.199 3.709 -4.035  0.0531
H: 2.197 -8.028 2.128  0.0700
H: -1.929 0.781 -2.193  0.0775
H: -3.879 0.975 -6.098  0.0806
H: -1.265 3.094 -2.114  0.0999
H: 3.660 -7.348 3.009  0.0661
N: 3.255 3.929 6.286  -0.0405
C: -6.165 3.063 -2.486  -0.1931
H: -4.959 -0.748 0.834  0.0724
H: -1.930 -7.548 -3.219  0.0882
C: 2.115 3.293 7.090  -0.1395
H: -2.273 -4.102 3.669  0.1251
O: 4.542 3.803 -6.211  -0.0129
C: -2.079 -1.218 2.780  -0.0800
H: 2.942 -5.036 2.735  0.1167
C: 3.610 1.836 -0.444  -0.2510
O: -7.542 2.935 -2.013  -0.1940
H: 5.028 5.112 4.394  0.1151
H: 2.159 2.628 -6.614  0.1246
O: 3.266 0.853 0.408  -0.1998
H: 2.914 0.066 -4.112  0.0996
H: -1.074 -2.542 -1.597  0.0895
H: 2.196 2.133 -4.977  0.0412
H: 0.416 0.590 -3.425  0.0794
H: -3.807 5.635 -3.083  0.1180
H: -9.179 1.842 -1.670  0.0839
H: 0.299 -2.588 -0.595  0.0723
C: -5.931 4.146 -3.514  -0.2255
H: -3.433 -5.068 -1.040  0.1063
H: 2.340 -1.892 0.972  0.0681
C: -0.013 0.190 -5.349  -0.1437
H: -6.109 5.124 -3.068  0.1135
C: -1.290 1.036 -5.603  -0.1927
H: 9.143 0.210 1.443  0.0640
H: -0.543 -7.301 -2.113  0.0787
C: -1.951 -3.658 2.727  -0.2097
H: 8.983 -2.362 0.524  0.1380
H: 0.978 5.364 -4.046  0.0916
C: 7.426 -1.304 1.578  -0.1813
C: 2.253 -5.750 2.284  -0.4078
H: 3.658 1.685 -1.523  0.1039
C: -1.272 -6.811 -2.759  -0.1485
H: 2.041 -1.207 -4.671  0.1190
O: 5.906 3.259 4.921  -0.2082
N: -4.622 3.905 -4.135  -0.0486
O: 1.423 -3.836 0.991  -0.2421
H: 4.569 2.298 -0.211  0.1216
H: 9.432 -0.569 0.091  0.0637
H: 2.404 2.463 7.736  0.1129
H: 5.403 -0.616 -0.865  0.0862
H: -6.700 4.214 -4.283  0.1179
C: 1.979 -5.196 0.864  -0.1643
H: 3.249 2.061 2.147  0.0693
H: -2.843 -0.457 2.938  0.0881
C: -2.773 -5.921 -1.198  -0.1553
H: -3.419 -6.642 -1.701  0.1049
H: -2.624 0.067 -0.738  0.0740
C: 0.136 3.544 -0.599  -0.2059
H: 1.208 -5.808 0.396  0.1070
C: -3.578 0.290 -5.304  -0.1090
C: 1.922 -0.368 -3.985  -0.2009
O: -1.293 1.703 -0.533  -0.1921
H: -3.198 1.703 -1.201  0.0838
H: 4.606 0.970 1.868  0.0871
C: -3.570 4.598 -3.321  -0.1804
H: 9.059 -1.861 3.637  0.0675
C: 5.701 -1.393 -0.160  -0.1184
C: 0.853 2.849 6.279  -0.2427
H: -5.913 2.116 -2.962  0.1059
N: 1.197 2.620 -0.899  -0.0440
H: -0.122 4.748 -5.316  0.0749
H: -8.559 0.313 3.368  0.1234
H: 3.589 2.421 4.774  0.1073
N: 1.030 -5.832 3.025  0.0449
H: -2.005 3.547 -0.572  0.1264
H: 0.155 3.694 0.480  0.1095
C: -2.440 -4.595 1.677  -0.2129
H: -11.057 0.991 2.715  0.0764
H: -10.665 -0.791 2.515  0.0686
H: 4.775 3.961 3.209  0.0971
C: 0.085 4.772 -4.247  -0.0741
H: 3.144 0.385 2.561  0.0904
H: 10.598 -2.392 2.775  0.0724
H: -3.631 -0.702 -5.753  0.0852
H: 0.461 0.457 4.175  0.0794
H: 7.781 4.128 4.738  0.0777
H: -7.873 1.163 -0.845  0.0458
O: -1.772 -5.646 -2.187  -0.2008
H: -9.174 2.398 2.281  0.0629
C: 8.890 -1.722 1.402  -0.4319
H: -7.667 2.086 2.120  0.0692
O: -6.661 -0.238 1.683  -0.1846
H: -2.727 -3.971 0.831  0.1124
H: -1.240 -1.140 3.471  0.0726
H: 3.386 -3.068 0.920  0.0696
H: -6.091 -1.641 0.214  0.0924
C: 2.522 2.998 -0.392  -0.1872
H: -2.803 -7.087 0.611  0.1168
H: 2.387 3.374 0.623  0.0900
H: 4.049 3.510 6.748  0.0894
H: 2.970 3.872 -0.866  0.1084
H: 2.542 -2.813 2.522  0.0894
H: -7.947 0.831 -2.525  0.0783
C: 3.497 3.495 4.929  -0.2393
H: 0.603 3.639 5.571  0.1130
H: -5.507 -1.905 2.030  0.0955
O: 1.119 1.635 5.621  -0.2115
C: -8.019 -0.669 1.574  -0.2034
H: -1.824 -1.011 1.740  0.0761
H: -0.730 -6.456 -3.636  0.0884
H: 0.464 -6.651 2.854  0.0722
C: -8.118 1.626 -1.800  -0.1033
C: -2.070 -6.404 0.182  -0.1920
H: -5.514 3.277 -1.638  0.1104
H: 3.611 -7.351 1.411  0.0600
C: -0.141 -2.010 -1.407  -0.1184
O: -2.357 0.675 -4.709  -0.2073
H: 4.769 3.595 -3.710  0.1203
C: 2.908 -7.209 2.232  -0.0399
N: 2.650 2.627 -5.731  0.1731
H: 7.221 3.440 3.247  0.0788
H: -1.652 0.918 -6.624  0.1125
C: -2.310 4.468 -4.140  -0.2304
C: 2.447 -2.871 1.437  -0.0733
H: 5.954 -2.306 -0.700  0.0984
C: 9.513 -2.294 2.746  -0.0477
H: -0.022 2.862 6.929  0.1170
H: -2.016 3.419 -4.156  0.0938
H: -4.623 3.840 -5.143  0.1098
C: -1.196 2.979 -1.032  -0.2647
H: -8.276 -1.635 2.008  0.1228
H: -8.251 -0.702 0.509  0.1096
H: 3.296 2.624 -3.632  0.0770
C: -8.891 0.386 2.333  -0.4099
C: 4.821 4.047 4.295  -0.1599
H: 7.781 2.417 4.590  0.0796
H: 4.906 -1.417 0.585  0.0670
H: 0.520 -4.960 3.037  0.0380
H: -0.614 -1.086 -1.072  0.0667
H: 1.719 -0.271 -1.764  0.1024
H: -1.172 -6.993 -0.002  0.0997
H: 2.539 -1.678 -2.430  0.1185
H: -3.307 -5.207 1.928  0.1334
H: -4.345 0.351 -4.532  0.0800
H: 2.827 -5.217 0.179  0.1158
N: 4.028 3.077 -4.160  0.1611
C: 0.028 1.116 4.928  -0.1107
N: -8.566 1.731 1.827  0.0303
H: -3.525 4.189 -2.312  0.0915
H: -10.550 0.182 1.140  0.0710
N: 0.956 0.700 -4.272  -0.0441
H: -1.033 2.093 -5.668  0.0968
H: 0.174 4.583 -0.924  0.1259
H: -0.841 -4.803 0.515  0.1000
O: 0.511 -1.807 -2.601  -0.1640
H: -0.336 -0.820 -5.099  0.1129
C: -10.443 0.236 2.224  -0.0496
H: -0.432 1.967 4.426  0.0914
H: 1.714 4.117 7.679  0.1006
H: 9.069 -3.288 2.683  0.0599
H: 2.707 3.890 4.289  0.1102
H: -2.528 4.966 -5.085  0.1293
C: -5.839 -1.271 1.208  -0.1219
H: -0.866 -3.582 2.786  0.1079

Cartesian forces (eV/Å) of the 3 atoms listed first:
H -0.05 0.86 -0.40
C 1.10 0.49 0.33
H -0.67 -0.22 -0.56

The HOMO energy comes out at -0.3032 Eh. For the LUMO energy, the calculation gives 0.0152 Ha. As for the spin multiplicity: 1. Its net charge is 0.